Density functional theory data (the ωB97M-V functional and the def2-TZVPD basis) for C22H27ClFN4OS2SiTi as an isolated structure.

Geometry as XYZ:
```
60
Properties=species:S:1:pos:R:3:mulliken_charge:R:1
Ti 9.1293 11.2755 9.0924 0.332
C 11.2713 15.2300 9.4106 -1.109
Si 10.6781 13.9705 10.6325 -0.117
C 12.0736 12.8575 11.0534 -1.105
C 10.2135 14.8735 12.1543 -1.166
N 9.4143 12.9883 9.7697 0.827
C 8.2681 13.6204 9.1632 -0.117
C 8.1886 13.8168 7.7663 -0.304
C 6.9674 14.1667 7.2230 -0.886
C 5.8325 14.3006 8.0155 -0.544
C 5.9437 14.2661 9.3911 -0.477
C 7.1616 13.9106 9.9743 0.171
F 7.2766 13.8106 11.3109 -0.399
H 12.0597 15.7899 9.8588 0.452
H 10.4700 15.9356 9.2390 0.318
H 11.5758 14.7635 8.4867 0.314
H 12.4446 12.1214 10.3051 0.302
H 11.9398 12.2831 11.9552 0.397
H 12.9431 13.4154 11.3464 0.531
H 11.1107 15.2912 12.5607 0.416
H 9.7507 14.2746 12.9339 0.348
H 9.5206 15.7126 11.9697 0.311
H 9.1056 13.9098 7.2159 0.784
H 6.8857 14.3136 6.1644 0.479
H 4.8980 14.5941 7.5512 0.478
H 5.1337 14.5946 9.9970 0.567
C 10.1602 6.4429 10.7715 -0.672
O 9.8372 7.7186 11.3724 -0.299
C 9.4966 8.7234 10.5974 0.636
S 9.5467 8.7067 8.9029 -0.407
S 9.0457 10.2304 11.3375 -0.409
H 10.7002 5.8959 11.5283 0.255
H 10.8452 6.6625 9.9476 0.389
H 9.2557 5.8973 10.4705 0.290
Cl 9.2288 11.4045 6.1409 -0.210
C 10.6886 10.3744 6.0074 1.552
C 10.9674 9.6716 4.8252 -0.718
C 12.1062 8.9154 4.8291 -0.488
C 12.9109 8.9202 5.9729 -0.643
C 12.5845 9.6188 7.1092 -0.633
C 11.4568 10.3730 7.1376 0.040
C 11.0696 11.1905 8.3274 -1.958
H 10.3139 9.6507 3.9573 0.441
H 12.4916 8.3852 3.9542 0.393
H 13.8003 8.3068 6.0414 0.383
H 13.1957 9.5283 7.9964 0.468
H 11.3699 12.2303 8.2402 1.076
H 11.5443 10.7424 9.2068 0.475
N 4.3267 10.3728 5.9612 -0.434
C 4.9878 10.4917 7.1459 0.397
C 6.3829 10.5942 7.2910 -0.567
N 6.9305 10.8395 8.4621 0.537
C 6.1760 10.8599 9.5319 -0.180
C 4.7747 10.7662 9.3880 -0.655
N 4.1834 10.6666 8.2198 -0.580
H 4.7726 9.9227 5.2390 0.237
H 3.3526 10.1939 6.0929 0.274
H 7.0613 10.4659 6.4560 0.380
H 6.6979 11.0012 10.4807 0.379
H 4.1218 10.7797 10.2396 0.449
```

As for the spin multiplicity: 1. The calculation puts the electronic energy at -3644.06794 Ha. The value obtained for the gap between HOMO and LUMO is 8.0 eV. The energy above the lowest of the compared OMol25 structures with the same formula, charge and spin is 0.00 kJ/mol. Its net charge is +1.